No. 1
28
Properties=species:S:1:pos:R:3:mulliken_charge:R:1 method="wB97M-V/def2-TZVPD" gap_ev=6.025 smiles="CNCOC(=O)c1cc[nH+]c(CC(=O)I)c1" total_charge=+1 e_lumo_ev=-5.87 total_energy_ha=-1020.5033
C -4.940 -2.022 0.194 -0.718
N -3.560 -1.413 0.407 -0.300
C -2.458 -2.324 -0.099 -0.378
O -1.326 -2.186 0.858 -0.266
C -0.046 -2.079 0.084 0.372
O 0.371 -3.046 -0.774 -0.467
C 0.848 -0.700 0.394 0.442
C 0.655 0.004 1.877 -0.407
C 1.505 1.372 2.186 -0.196
N 2.447 1.962 1.157 -0.015
C 2.668 1.369 -0.242 0.217
C 3.671 2.052 -1.374 -0.304
C 3.065 3.547 -1.708 0.164
O 3.828 4.418 -2.426 -0.442
I 1.078 4.285 -1.119 0.137
C 1.888 -0.034 -0.705 -0.489
H -5.255 -2.069 -0.942 0.267
H -5.736 -1.363 0.743 0.272
H -5.035 -3.125 0.635 0.272
H -3.485 -0.451 0.006 0.246
H -2.192 -1.999 -1.194 0.309
H -2.751 -3.475 -0.086 0.272
H -0.074 -0.465 2.677 0.378
H 1.398 1.947 3.222 0.346
H 2.975 2.858 1.352 0.364
H 3.602 1.390 -2.363 0.305
H 4.800 2.087 -0.996 0.332
H 2.057 -0.539 -1.766 0.285

***

No. 2
26
Properties=species:S:1:pos:R:3:mulliken_charge:R:1 method="wB97M-V/def2-TZVPD" relative_energy_kj_mol=837.6 gap_ev=6.784 e_lumo_ev=0.61 total_energy_ha=-460.7848
C 0.566 -1.045 0.549 0.356
C -0.549 -2.045 0.845 -1.415
C 1.000 -0.286 1.780 -1.250
C 1.136 0.232 -1.132 -0.076
C 2.383 0.731 -1.089 -0.968
H 1.406 -1.608 0.142 0.407
H 0.803 -0.422 -1.923 0.238
H -0.206 -2.809 1.558 0.462
H -0.878 -2.582 -0.049 0.280
H -1.426 -1.575 1.303 0.253
H 1.312 -0.958 2.592 0.441
H 1.848 0.371 1.564 0.252
H 0.182 0.325 2.177 0.205
H 2.681 1.512 -0.409 0.306
H 3.149 0.207 -1.645 0.255
C -1.867 -0.298 -1.380 -1.291
C -1.207 0.535 -0.330 0.649
N 0.358 2.499 -0.240 -0.453
O -0.031 1.286 -0.934 0.060
N -1.682 1.089 0.692 -0.658
H -0.134 2.407 0.654 0.322
H -0.123 3.217 -0.776 0.254
H -2.575 0.708 0.982 0.331
H -2.315 0.369 -2.123 0.345
H -1.178 -0.967 -1.887 0.308
H -2.653 -0.895 -0.921 0.386

***

No. 3
9
Properties=species:S:1:pos:R:3:mulliken_charge:R:1 method="wB97M-V/def2-TZVPD" relative_energy_kj_mol=241.7 gap_ev=9.993 smiles="O=BO.O=CO" e_lumo_ev=-0.06 total_energy_ha=-365.7800
O -1.125 0.820 0.523 -0.603
B -2.113 0.208 0.124 0.628
O -3.203 -0.297 -0.289 -0.371
H -3.744 -1.028 -0.425 0.348
O 1.295 -1.608 -0.002 -0.505
C 1.143 -0.416 0.256 0.293
O 1.184 0.524 -0.678 -0.422
H 1.367 -0.085 1.337 0.259
H 1.145 1.486 -0.367 0.373

***

No. 4
25
Properties=species:S:1:pos:R:3:mulliken_charge:R:1 method="wB97M-V/def2-TZVPD" relative_energy_kj_mol=78.3 gap_ev=10.504 total_charge=+1 e_lumo_ev=-3.47 total_energy_ha=-773.6698
Na -0.005 -0.389 0.148 0.829
O -0.461 1.916 0.333 -0.479
H -0.327 1.877 1.251 0.241
H -0.726 2.836 0.173 0.259
O -2.185 -1.343 -0.760 -0.581
H -3.147 -1.399 -0.796 0.267
H -1.895 -1.289 -1.675 0.325
O 0.898 0.521 -1.645 -0.624
H 0.773 0.133 -2.467 0.254
H 0.415 1.359 -1.620 0.331
O -0.531 -0.882 2.395 -0.584
H -0.022 -1.602 2.793 0.304
H -1.451 -1.128 2.611 0.291
O 0.771 -2.494 -0.257 -0.592
H 0.260 -3.012 -0.886 0.291
H 0.534 -3.020 0.512 0.316
O -2.861 1.363 -1.523 -0.605
H -2.479 0.896 -0.762 0.374
H -3.178 0.676 -2.171 0.284
O 2.141 -0.286 1.336 -0.549
H 2.047 -0.404 2.299 0.263
H 3.063 -0.284 1.099 0.293
O 3.066 2.007 0.119 -0.640
H 2.285 1.453 0.170 0.430
H 3.013 2.496 -0.678 0.302